# 1
C14H26CrN2OS2 | ωB97M-V/def2-TZVPD

Summary:
⟨S²⟩: 3.84
net charge: +3
Kohn-Sham gap (spin up / spin down): 7.79 / 8.19 eV
lowest unoccupied orbital energy (spin up / spin down): -11.9 / -11.6 eV
M: 354.50 g mol⁻¹
E_HOMO (spin up / spin down): -0.725 / -0.727 Ha
multiplicity: 4

CARTESIAN COORDINATES (ANGSTROEM)
H: -1.443 -2.425 -2.449
C: 1.463 -3.436 -0.410
H: -2.657 -0.940 0.020
H: 0.995 1.744 2.070
H: -1.229 -0.001 -2.396
C: 1.617 0.832 2.182
N: -0.212 -0.006 -2.210
C: -2.178 -0.012 0.369
H: 0.049 -3.369 -2.669
C: 4.956 0.741 0.386
H: -2.667 0.904 0.003
C: 2.657 0.730 1.095
H: 1.893 -3.333 0.595
C: -0.359 -2.437 -2.267
C: 3.992 0.953 1.381
S: -0.120 -2.485 -0.434
H: 6.010 0.879 0.612
H: -1.490 0.911 2.218
C: 1.388 3.478 -0.412
H: 2.096 0.816 3.165
H: 1.833 3.417 0.590
H: 2.112 3.132 -1.165
C: -0.385 2.426 -2.267
H: 5.195 0.131 -1.674
Cr: -0.010 -0.038 -0.097
N: 2.228 0.268 -0.087
C: -1.607 -0.019 1.650
H: 0.000 3.365 -2.676
H: 0.205 1.167 -3.938
C: 0.332 -1.232 -2.865
H: -1.634 -0.940 2.244
H: 2.178 -3.079 -1.166
C: 4.503 0.318 -0.858
H: 1.265 -1.099 2.028
C: 0.335 1.228 -2.847
S: -0.178 2.491 -0.434
H: 1.411 1.272 -2.642
H: 2.765 -0.188 -2.052
C: 3.145 0.121 -1.074
H: 1.101 4.520 -0.620
H: 1.215 -4.493 -0.592
O: 0.724 -0.287 2.026
H: -1.467 2.385 -2.459
H: 0.191 -1.163 -3.955
H: 4.189 1.266 2.395
H: 1.409 -1.289 -2.678

Here are the Löwdin charges for atoms 1 to 8, given in e: atom 1 (H): 0.111, atom 2 (C): -0.261, atom 3 (H): 0.101, atom 4 (H): 0.128, atom 5 (H): 0.150, atom 6 (C): -0.108, atom 7 (N): -0.153, atom 8 (C): -0.137



# 2
C14H26IOP2Zr | ωB97M-V/def2-TZVPD

Summary:
net charge: +3
Kohn-Sham gap (spin up / spin down): 4.69 / 4.69 eV
relative energy (zero: lowest compared OMol25 entry of this formula, charge and spin): 112.68 kcal per mole
lowest unoccupied orbital energy (spin up / spin down): -13.9 / -13.9 eV
M: 490.44 g mol⁻¹
E_HOMO (spin up / spin down): -0.683 / -0.683 Ha

CARTESIAN COORDINATES (ANGSTROEM)
H: 1.467 0.024 -6.207
H: -1.116 2.230 1.920
H: 1.941 3.937 -1.648
H: -2.414 2.359 3.867
C: 1.845 2.846 -1.672
H: -3.078 0.308 5.069
H: 2.347 2.587 1.382
H: -2.390 -1.888 4.178
C: 1.419 -2.918 1.597
P: 0.748 -2.362 -0.015
O: -2.363 -0.112 -0.688
H: -1.552 2.961 0.121
C: -2.456 0.247 4.185
H: 1.554 -4.005 1.615
P: 0.717 2.251 -0.356
C: -1.267 -1.052 2.537
H: -1.266 2.838 -1.623
H: 1.458 2.533 -2.646
Zr: 0.589 -0.058 -0.211
C: -1.280 1.306 2.365
H: 2.377 -2.418 1.755
H: 0.701 2.862 1.988
H: -1.225 -3.153 -1.181
C: -2.064 -0.980 3.685
H: 1.505 4.126 1.011
H: -1.512 -3.026 0.562
C: 1.382 3.047 1.154
H: 0.733 -2.620 2.394
C: 1.886 -3.128 -1.228
H: 1.497 -2.969 -2.237
C: -0.834 3.173 -0.676
H: -0.590 -4.412 -0.085
C: -2.077 1.393 3.511
C: -0.790 -3.341 -0.196
H: 2.855 -2.629 -1.145
H: 0.054 -1.053 -6.500
I: -0.149 0.055 -4.059
C: -1.208 -0.091 -0.501
H: -0.648 4.251 -0.721
H: -1.092 -2.030 2.231
H: 1.999 -4.202 -1.042
C: -0.784 0.085 1.839
C: 0.386 -0.079 -6.147
H: 2.821 2.379 -1.518
H: -0.125 0.731 -6.661

Here are the Löwdin charges for atoms 1 to 8, given in e: atom 1 (H): 0.018, atom 2 (H): 0.039, atom 3 (H): 0.088, atom 4 (H): 0.139, atom 5 (C): -0.216, atom 6 (H): 0.146, atom 7 (H): 0.068, atom 8 (H): 0.140



# 3
C14H26N6O5 | ωB97M-V/def2-TZVPD

Summary:
Kohn-Sham gap: 9.79 eV
relative energy (zero: lowest compared OMol25 entry of this formula, charge and spin): 0.00 kcal per mole
lowest unoccupied orbital energy: 0.5 eV
M: 358.40 g mol⁻¹
E_HOMO: -0.340 Ha

CARTESIAN COORDINATES (ANGSTROEM)
H: 1.058 -2.191 2.915
C: 2.327 -0.951 0.843
C: 0.277 1.735 -0.905
H: -2.739 -0.128 1.303
H: 0.032 0.382 -4.019
C: 0.213 1.683 -2.414
C: -0.987 1.232 -0.149
C: 0.857 -0.833 -2.446
O: -1.761 2.036 0.337
H: 1.237 -2.563 0.942
H: -1.137 0.069 -2.778
C: -0.426 -0.603 2.892
H: 3.209 0.725 0.271
H: 1.165 1.995 -2.831
N: 0.769 3.012 -0.474
H: 2.076 4.702 1.984
H: 0.265 3.829 -0.807
H: -0.864 -0.617 3.870
H: 2.340 5.172 0.307
H: -4.327 -2.582 -2.218
C: -3.427 -3.063 -1.961
H: -1.625 -1.957 -1.417
C: -2.063 -0.829 0.828
C: -2.967 -1.822 0.069
O: 0.360 -1.805 -1.853
H: 1.947 -2.196 -0.612
N: -2.582 -2.208 -1.145
H: -0.426 0.406 2.498
C: 1.665 4.674 0.981
H: 3.044 -0.563 -0.920
C: -1.278 -1.540 1.967
O: 2.094 -0.665 -2.460
N: 1.945 -0.477 1.992
H: -0.462 -0.668 -0.594
O: 2.323 2.345 1.034
C: 1.612 3.221 0.531
H: -0.614 -2.281 1.490
H: 1.377 -0.807 4.012
H: -3.705 -3.947 -1.397
H: -0.563 2.350 -2.800
H: 0.666 5.101 0.959
N: -1.106 -0.081 -0.034
N: 3.075 -0.264 0.065
H: 2.134 0.508 2.069
C: 1.037 -1.075 3.024
H: -2.939 -3.396 -2.888
C: -0.083 0.287 -2.962
H: -1.970 -2.075 2.583
N: 1.916 -2.081 0.382
H: 1.040 1.047 -0.663
O: -4.010 -2.242 0.600

Here are the Löwdin charges for atoms 1 to 8, given in e: atom 1 (H): 0.127, atom 2 (C): -0.557, atom 3 (C): -0.221, atom 4 (H): 0.152, atom 5 (H): 0.109, atom 6 (C): -0.129, atom 7 (C): -0.438, atom 8 (C): -0.668



# 4
C14H26N6O6Ti | ωB97M-V/def2-TZVPD

Summary:
⟨S²⟩: 0.93
net charge: +1
Kohn-Sham gap (spin up / spin down): 5.89 / 5.82 eV
relative energy (zero: lowest compared OMol25 entry of this formula, charge and spin): 0.00 kcal per mole
lowest unoccupied orbital energy (spin up / spin down): -4.0 / -4.1 eV
M: 422.26 g mol⁻¹
E_HOMO (spin up / spin down): -0.363 / -0.365 Ha
multiplicity: 2

CARTESIAN COORDINATES (ANGSTROEM)
H: -0.943 -1.203 3.659
H: 4.162 1.282 2.281
H: 2.193 2.654 -1.366
H: 2.894 -3.584 -1.928
H: 1.558 -4.719 -1.612
C: 1.815 -3.728 -2.006
N: -0.548 -0.897 2.787
H: -3.009 2.074 2.285
Ti: 0.445 0.189 -0.218
O: 1.593 3.182 -0.819
N: 0.644 2.311 -0.259
N: -0.759 -1.631 -0.286
C: -2.533 -0.482 -3.985
H: -2.942 -0.687 -2.996
C: -1.302 2.333 1.001
H: 1.057 -0.373 4.872
C: 1.480 -0.123 3.908
N: -1.383 1.083 0.471
C: 2.436 0.487 1.367
C: 3.205 0.800 2.464
H: 0.125 1.405 -2.451
H: -1.048 -1.145 1.920
H: 1.539 -3.723 -3.070
H: 0.777 4.671 1.484
C: 0.708 -0.411 2.775
O: -1.926 -1.797 0.347
C: -1.069 -4.014 -0.745
C: 0.063 4.491 0.673
H: 3.327 0.733 4.593
N: 1.599 -1.426 -1.020
H: -1.257 -4.334 0.291
H: -0.866 5.007 0.944
H: 2.741 0.586 0.311
C: 2.713 0.479 3.743
H: -2.591 0.668 -4.053
O: 2.807 -1.146 -1.341
N: 1.223 -0.116 1.553
H: -2.041 -3.851 -1.229
O: -1.171 -0.868 -3.785
H: 0.462 4.933 -0.236
H: -0.761 -1.231 -4.553
O: 0.289 0.513 -2.116
H: -0.570 -4.843 -1.259
C: -0.189 3.050 0.499
C: 1.077 -2.660 -1.271
C: -2.375 2.871 1.879
H: -0.321 -0.050 -2.788
H: -2.406 -0.545 0.388
H: -1.942 3.415 2.725
H: -3.025 3.580 1.347
O: -2.637 0.536 0.448
C: -0.245 -2.782 -0.796
H: -3.074 -0.967 -4.827

Here are the Löwdin charges for atoms 1 to 8, given in e: atom 1 (H): 0.122, atom 2 (H): 0.118, atom 3 (H): 0.118, atom 4 (H): 0.082, atom 5 (H): 0.080, atom 6 (C): -0.013, atom 7 (N): 0.190, atom 8 (H): 0.092



# 5
C14H26O8S4Tl | ωB97M-V/def2-TZVPD

Summary:
net charge: +1
Kohn-Sham gap: 3.91 eV
relative energy (zero: lowest compared OMol25 entry of this formula, charge and spin): 121.46 kcal per mole
lowest unoccupied orbital energy: -6.6 eV
M: 655.01 g mol⁻¹
E_HOMO: -0.387 Ha

CARTESIAN COORDINATES (ANGSTROEM)
S: -4.283 0.124 -7.233
O: -0.283 -2.517 -0.608
H: 0.635 -5.970 -0.498
C: 2.971 4.102 5.050
O: 2.237 2.570 -3.634
H: 3.864 1.002 3.267
Tl: -3.106 2.833 -0.741
O: 1.833 3.505 2.708
H: -5.312 -1.991 -6.412
H: 4.720 0.511 -5.242
S: -0.403 -3.913 -1.256
O: -2.935 2.217 5.344
H: 2.416 0.987 4.185
C: 0.715 -4.925 -0.199
H: -2.125 -4.703 0.367
H: 5.826 2.707 -4.108
H: 3.037 0.373 -5.560
H: 3.846 4.101 5.700
H: 0.413 -4.807 0.842
S: 3.167 3.241 3.465
C: -2.629 1.239 6.091
C: -1.503 -1.139 6.336
O: -2.616 -0.431 4.380
C: -2.215 1.500 7.475
H: -2.510 2.402 7.991
C: 3.337 1.554 4.046
C: 4.901 2.951 -3.585
H: 2.104 3.603 5.484
O: -3.169 0.048 -6.209
C: -1.615 0.612 8.240
C: -4.847 -1.660 -7.340
H: -1.231 -2.068 5.857
C: -2.310 -0.146 5.519
C: 3.743 0.746 -4.819
H: 1.765 -4.644 -0.284
H: 3.995 1.502 4.913
C: -1.123 -0.750 7.644
H: 3.713 0.262 -3.843
H: -5.492 -1.761 -8.213
C: -3.459 0.073 -8.914
O: -0.182 -1.444 8.216
H: -2.574 -0.563 -8.947
H: 4.923 3.959 -3.172
H: 2.790 5.148 4.801
H: -3.932 -2.238 -7.474
H: 4.776 2.343 -2.689
O: -1.357 1.001 9.435
H: -3.180 1.084 -9.208
H: -2.841 -4.317 -1.225
H: -4.043 -0.302 -9.754
C: -1.973 -4.730 -0.712
S: 3.403 2.526 -4.627
H: -1.886 -5.808 -0.852

Here are the Löwdin charges for atoms 1 to 8, given in e: atom 1 (S): 0.835, atom 2 (O): -0.606, atom 3 (H): 0.046, atom 4 (C): -0.263, atom 5 (O): -0.603, atom 6 (H): 0.042, atom 7 (Tl): 0.989, atom 8 (O): -0.590



# 6
C14H27BFN2O7 | ωB97M-V/def2-TZVPD

Summary:
net charge: -1
Kohn-Sham gap: 1.94 eV
lowest unoccupied orbital energy: 1.3 eV
M: 365.19 g mol⁻¹
E_HOMO: -0.023 Ha

CARTESIAN COORDINATES (ANGSTROEM)
H: 0.967 -2.509 -3.303
H: 3.929 1.206 -2.989
H: 0.983 3.336 7.239
H: 1.986 0.620 0.940
C: -0.077 -1.434 -1.736
H: 0.684 1.886 1.930
C: 1.822 2.391 5.423
C: -3.296 1.871 -1.008
H: -0.470 -4.847 0.005
O: 0.932 2.979 4.647
C: 0.061 -2.600 -2.688
H: 2.813 2.886 5.510
N: -0.474 -0.081 0.020
H: 0.281 1.781 6.888
H: 2.674 -1.180 -1.903
H: -0.793 -2.566 -3.390
O: 1.643 0.101 1.676
O: 3.160 1.277 -3.581
H: -2.254 -4.957 -0.188
H: -1.265 -5.281 -2.800
H: 0.436 1.238 -3.719
H: -3.768 1.197 -1.732
C: -2.080 2.635 -1.596
O: -1.045 2.875 -0.651
C: 0.494 0.824 2.133
N: 0.248 -0.115 -2.105
C: -0.514 -1.358 -0.471
H: -4.029 2.612 -0.662
H: 0.623 2.512 -1.919
H: 0.445 -0.448 -4.186
C: -0.014 0.683 -1.028
O: 0.116 -3.863 -2.053
H: -1.137 -6.300 -0.728
H: -1.745 2.101 -2.498
O: 2.997 -0.973 -2.797
C: -1.286 -5.220 -0.623
C: -0.802 0.427 1.320
H: -1.408 1.339 1.263
C: -1.148 -4.520 -2.016
B: 2.392 0.186 -3.267
H: -3.034 1.281 -0.122
H: 0.331 0.687 3.206
H: -2.458 3.620 -1.908
C: 0.162 2.179 -0.976
C: 1.269 2.290 6.984
H: -1.351 -0.286 1.944
H: -1.981 -3.804 -2.075
H: 2.099 1.344 5.163
H: 0.878 2.407 -0.173
F: -0.938 -2.386 0.249
C: 0.782 0.244 -3.404
O: 2.162 1.714 7.753

Here are the Löwdin charges for atoms 1 to 8, given in e: atom 1 (H): 0.124, atom 2 (H): 0.112, atom 3 (H): 0.079, atom 4 (H): 0.054, atom 5 (C): -0.082, atom 6 (H): 0.102, atom 7 (C): -0.458, atom 8 (C): -0.062



Q: What is the formula in the fourth record?
A: C14H26N6O6Ti



Copy entry 1 word for word.
C14H26CrN2OS2 | ωB97M-V/def2-TZVPD

Summary:
⟨S²⟩: 3.84
net charge: +3
Kohn-Sham gap (spin up / spin down): 7.79 / 8.19 eV
lowest unoccupied orbital energy (spin up / spin down): -11.9 / -11.6 eV
M: 354.50 g mol⁻¹
E_HOMO (spin up / spin down): -0.725 / -0.727 Ha
multiplicity: 4

CARTESIAN COORDINATES (ANGSTROEM)
H: -1.443 -2.425 -2.449
C: 1.463 -3.436 -0.410
H: -2.657 -0.940 0.020
H: 0.995 1.744 2.070
H: -1.229 -0.001 -2.396
C: 1.617 0.832 2.182
N: -0.212 -0.006 -2.210
C: -2.178 -0.012 0.369
H: 0.049 -3.369 -2.669
C: 4.956 0.741 0.386
H: -2.667 0.904 0.003
C: 2.657 0.730 1.095
H: 1.893 -3.333 0.595
C: -0.359 -2.437 -2.267
C: 3.992 0.953 1.381
S: -0.120 -2.485 -0.434
H: 6.010 0.879 0.612
H: -1.490 0.911 2.218
C: 1.388 3.478 -0.412
H: 2.096 0.816 3.165
H: 1.833 3.417 0.590
H: 2.112 3.132 -1.165
C: -0.385 2.426 -2.267
H: 5.195 0.131 -1.674
Cr: -0.010 -0.038 -0.097
N: 2.228 0.268 -0.087
C: -1.607 -0.019 1.650
H: 0.000 3.365 -2.676
H: 0.205 1.167 -3.938
C: 0.332 -1.232 -2.865
H: -1.634 -0.940 2.244
H: 2.178 -3.079 -1.166
C: 4.503 0.318 -0.858
H: 1.265 -1.099 2.028
C: 0.335 1.228 -2.847
S: -0.178 2.491 -0.434
H: 1.411 1.272 -2.642
H: 2.765 -0.188 -2.052
C: 3.145 0.121 -1.074
H: 1.101 4.520 -0.620
H: 1.215 -4.493 -0.592
O: 0.724 -0.287 2.026
H: -1.467 2.385 -2.459
H: 0.191 -1.163 -3.955
H: 4.189 1.266 2.395
H: 1.409 -1.289 -2.678

Here are the Löwdin charges for atoms 1 to 8, given in e: atom 1 (H): 0.111, atom 2 (C): -0.261, atom 3 (H): 0.101, atom 4 (H): 0.128, atom 5 (H): 0.150, atom 6 (C): -0.108, atom 7 (N): -0.153, atom 8 (C): -0.137